Record 1
{
  "formula": "C6H9CdLiO5",
  "method": "wB97M-V/def2-TZVPD",
  "elements": ["O", "C", "C", "O", "Cd", "H", "H", "O", "C", "C", "O", "C", "C", "O", "Li", "H", "H", "H", "H", "H", "H", "H"],
  "coordinates": [[2.35801, 0.98607, -0.27958], [2.72245, 0.06738, 0.68935], [2.65006, -1.31385, -0.00250], [1.36282, -1.48240, -0.50426], [0.67560, 0.30978, -1.00123], [2.37142, -0.22983, 1.70669], [3.39466, -1.39679, -0.82167], [-2.42356, -0.74897, 0.13516], [-1.82930, -0.19172, 1.22529], [-0.97599, 0.85680, 1.16504], [-0.83267, 1.56408, -0.05017], [-2.00385, 1.41473, -0.86379], [-2.15183, -0.08523, -1.12644], [-0.99602, -0.56351, -1.65018], [-0.21010, -2.19283, -1.02781], [-2.21298, -0.54843, 2.18061], [-0.52417, 1.34685, 2.02374], [-1.80965, 1.94690, -1.80127], [-2.87178, 1.84328, -0.34500], [-3.03745, -0.29726, -1.74694], [3.42357, 0.80442, 1.35285], [2.92075, -2.08947, 0.74212]],
  "forces_ev_per_a": [[0.1, 1.7, 1.0], [2.0, 1.4, 1.6], [2.5, -0.8, 0.4], [0.5, -3.4, 0.9], [0.8, 2.7, -1.8], [-2.9, 0.6, -0.3], [-0.3, 0.1, 0.2], [-0.3, 0.1, 0.2], [0.5, 1.2, 0.1], [-1.5, -0.1, 0.0], [-1.1, 0.7, 1.3], [-0.2, 0.0, 0.1], [-0.1, 0.2, -0.2], [-2.1, -1.3, -1.1], [0.3, 0.2, 0.1], [0.5, -0.3, -0.3], [0.0, -0.3, -0.3], [-0.1, -0.1, 0.2], [0.2, -0.1, -0.1], [0.2, 0.0, 0.2], [1.1, -2.4, -2.0], [-0.3, 0.1, -0.3]],
  "lowdin_charge": [-0.432, -0.435, -0.393, -0.549, 1.418, 0.074, 0.102, -0.043, -0.121, -0.109, -0.228, -0.115, -0.470, -0.376, 0.733, 0.131, 0.130, 0.139, 0.145, 0.158, 0.141, 0.101],
  "homo_lumo_gap_ev": 7.1
}


Record 2
{
  "formula": "C6H9CdO4",
  "method": "wB97M-V/def2-TZVPD",
  "elements": ["O", "C", "C", "H", "H", "H", "O", "C", "O", "Cd", "O", "C", "H", "C", "H", "H", "C", "H", "H", "H"],
  "coordinates": [[0.07991, 1.62700, -3.16888], [-0.31732, 0.36011, -2.73514], [-1.58108, -0.05136, -2.76091], [0.52484, -0.25895, -2.41864], [-1.79752, -1.07694, -2.46021], [-2.38440, 0.58056, -3.14312], [-0.34790, -1.43490, 1.69159], [-0.76444, -0.48564, 0.88855], [-1.99810, -0.51577, 0.61609], [-1.29018, 1.15922, -0.25099], [-0.48482, 2.63977, -1.25936], [0.21016, 2.57644, -2.27057], [0.76231, 3.44089, -2.65956], [1.05204, -1.49151, 2.01187], [1.33995, -2.54458, 1.90259], [1.60295, -0.89746, 1.27072], [1.29533, -0.99855, 3.41981], [1.01820, 0.05998, 3.51868], [0.71824, -1.58694, 4.14593], [2.36185, -1.10138, 3.66158]],
  "forces_ev_per_a": [[1.0, 0.0, 0.2], [-0.4, -0.9, 0.2], [0.2, 0.1, -0.2], [-0.2, 0.2, -0.2], [0.0, 0.3, -0.1], [0.2, -0.2, 0.1], [-0.5, 0.3, -0.5], [1.0, -1.5, 1.4], [-1.6, -1.5, 0.7], [-0.2, 0.4, -0.1], [1.8, 2.0, -0.9], [-1.9, 0.9, -1.1], [0.2, -0.3, 0.4], [0.6, -0.1, 0.0], [-0.1, 0.3, 0.0], [-0.1, -0.1, 0.2], [0.0, 0.1, 0.2], [0.1, -0.3, 0.0], [0.2, 0.2, -0.2], [-0.3, 0.0, -0.1]],
  "lowdin_charge": [0.053, -0.203, 0.049, 0.144, 0.098, 0.100, -0.043, -0.500, -0.187, 1.438, -0.090, -0.231, 0.186, -0.243, 0.129, 0.107, -0.068, 0.081, 0.090, 0.088],
  "total_charge": 1,
  "homo_lumo_gap_ev": 8.3
}


Record 3
{
  "formula": "C6H9Cl2O4PSmYb",
  "method": "wB97M-V/def2-TZVPD",
  "elements": ["Yb", "Sm", "Cl", "Cl", "C", "C", "C", "O", "O", "O", "C", "P", "C", "C", "O", "H", "H", "H", "H", "H", "H", "H", "H", "H"],
  "coordinates": [[-2.89434, -5.62800, -3.32858], [-0.05786, -0.70124, -0.52156], [-0.71277, -6.59197, -3.43567], [-1.53910, -0.06190, 1.31718], [-0.02676, 1.70128, -0.35876], [-3.58595, -7.30121, -4.90287], [-5.31919, -5.26985, -4.06744], [0.00616, 2.83240, -0.12109], [-3.92114, -8.08672, -5.66432], [-6.40249, -5.18083, -4.43719], [2.47634, -1.26205, 3.47195], [2.54130, -0.29918, 1.98335], [2.13987, 1.36967, 2.38585], [4.23249, -0.32829, 1.43988], [1.56428, -0.79434, 0.89577], [1.43339, -1.27876, 3.81769], [3.12166, -0.80959, 4.25231], [2.83910, -2.27845, 3.25300], [2.77540, 1.71172, 3.22094], [2.31680, 1.98639, 1.50064], [1.07971, 1.39562, 2.65283], [4.54306, -1.37224, 1.27905], [4.30582, 0.25306, 0.50996], [4.88170, 0.12835, 2.21309]],
  "forces_ev_per_a": [[1.4, -1.1, 0.0], [0.9, -0.6, 2.1], [-1.5, 0.9, 0.1], [0.1, -0.4, -0.8], [0.3, 6.7, 1.1], [-1.3, -3.8, -3.5], [-5.0, 0.7, -1.5], [-0.2, -5.1, -1.1], [1.3, 3.0, 2.9], [4.5, -0.4, 1.5], [-0.4, -0.4, 0.1], [2.0, 0.6, 2.0], [-0.2, 0.2, -0.1], [0.1, -0.1, -0.4], [-1.7, -0.5, -2.3], [0.3, -0.2, 0.2], [-0.3, -0.2, -0.5], [-0.2, 0.2, 0.2], [-0.4, 0.0, -0.3], [0.1, 0.2, 0.2], [0.1, 0.3, 0.2], [0.1, 0.4, 0.0], [0.3, -0.2, 0.2], [-0.4, -0.2, -0.3]],
  "lowdin_charge": [1.539, 1.484, 0.041, 0.078, -0.131, -0.069, -0.010, 0.203, 0.264, 0.237, -0.136, 0.608, -0.147, -0.140, -0.596, 0.080, 0.105, 0.084, 0.106, 0.068, 0.067, 0.084, 0.077, 0.104],
  "s_squared": 12.02,
  "total_charge": 4,
  "homo_lumo_gap_ev": [6.6, 5.0],
  "multiplicity": 7
}


These records have E values of -785.37012, -702.35672, -3611.86531 hartree, in the order they appear.